# 1
Below is a molecular structure, C42H30IN3O4PRuS at a distorted geometry, with properties calculated with wB97M-V/def2-TZVPD.

Computed properties:
total charge	0
LUMO energy (alpha / beta)	0.005 / -0.048	hartree
spin multiplicity	6
relative energy (zero: lowest compared OMol25 entry of this formula, charge and spin)	96.7	kJ/mol
HOMO level (alpha / beta)	-6.94 / -7.89	eV

Last column: Mulliken spin population.
CARTESIAN COORDINATES (ANGSTROEM)
Ru 0.370 -0.267 0.108  3.815
O 0.448 0.129 2.329  0.161
N 0.650 1.316 2.771  -0.027
N 0.825 2.214 1.892  0.003
O 0.837 2.012 0.613  0.137
C 1.055 3.554 2.356  -0.003
C 1.070 4.571 1.415  0.009
C 1.337 5.868 1.824  -0.002
C 1.589 6.144 3.158  0.004
C 1.555 5.119 4.095  -0.002
C 1.289 3.819 3.703  0.006
H 0.866 4.327 0.383  0.002
H 1.354 6.667 1.094  0.000
H 1.810 7.156 3.472  0.000
H 1.748 5.333 5.138  0.000
H 1.262 3.012 4.417  0.000
O -2.900 2.625 0.110  0.023
C -2.805 1.417 0.229  0.027
O -1.764 0.739 0.586  0.064
C -3.979 0.500 -0.055  0.001
C -5.286 0.967 -0.075  -0.003
C -6.331 0.071 -0.227  0.001
C -6.070 -1.287 -0.367  0.000
C -4.766 -1.750 -0.390  0.005
C -3.710 -0.852 -0.246  0.007
P -1.976 -1.452 -0.213  0.204
C -2.036 -2.715 -1.559  0.005
C -2.760 -2.414 -2.717  0.023
C -2.711 -3.246 -3.825  -0.006
C -1.917 -4.383 -3.809  0.013
C -1.169 -4.677 -2.679  -0.006
C -1.222 -3.848 -1.569  0.017
C -2.049 -2.392 1.361  -0.053
C -2.198 -3.777 1.423  0.017
C -2.240 -4.420 2.652  -0.003
C -2.148 -3.692 3.829  0.008
C -2.037 -2.310 3.775  -0.007
C -1.990 -1.662 2.550  0.014
H -5.465 2.027 0.049  0.000
H -7.354 0.425 -0.223  0.000
H -6.888 -1.991 -0.459  0.000
H -4.566 -2.806 -0.521  0.001
H -3.367 -1.519 -2.748  0.001
H -3.295 -3.003 -4.704  0.000
H -1.875 -5.032 -4.674  0.001
H -0.531 -5.552 -2.659  0.000
H -0.634 -4.094 -0.700  0.004
H -2.290 -4.364 0.521  0.003
H -2.355 -5.496 2.687  0.000
H -2.170 -4.199 4.785  0.001
H -1.986 -1.729 4.687  0.000
H -1.892 -0.588 2.508  0.009
I 0.154 0.583 -2.600  0.133
C 2.312 0.517 -2.716  -0.021
C 2.868 0.787 -3.931  0.019
C 4.269 0.846 -4.045  -0.002
C 5.052 0.658 -2.942  0.007
C 4.480 0.370 -1.681  0.008
C 5.287 0.188 -0.536  0.013
C 4.723 -0.084 0.676  0.013
C 3.324 -0.223 0.794  -0.042
C 2.496 -0.065 -0.289  0.567
C 3.060 0.272 -1.544  -0.202
H 2.235 0.964 -4.791  -0.007
H 4.713 1.058 -5.009  0.000
H 6.131 0.733 -3.015  0.001
H 6.362 0.270 -0.641  0.001
H 5.347 -0.204 1.554  -0.001
H 2.923 -0.472 1.772  -0.001
S 2.585 -4.016 1.842  0.015
C 1.328 -2.868 1.561  0.059
N 1.150 -2.513 0.327  -0.024
C 2.046 -3.148 -0.518  -0.027
C 2.127 -3.005 -1.903  0.022
C 3.059 -3.751 -2.593  0.003
C 3.917 -4.634 -1.929  0.000
C 3.856 -4.784 -0.557  0.003
C 2.919 -4.029 0.135  -0.018
H 0.734 -2.483 2.381  0.003
H 1.459 -2.327 -2.420  0.002
H 3.126 -3.653 -3.668  0.000
H 4.639 -5.208 -2.496  0.000
H 4.511 -5.470 -0.037  0.000


# 2
Below is a molecular structure, C42H30N3O3PPtS at a distorted geometry, with properties calculated with wB97M-V/def2-TZVPD.

Computed properties:
total charge	0
LUMO energy (alpha / beta)	-0.009 / -0.047	hartree
spin multiplicity	3
HOMO level (alpha / beta)	-7.74 / -7.74	eV

Last column: Mulliken spin population.
CARTESIAN COORDINATES (ANGSTROEM)
Pt -3.441 -22.594 -1.124  1.556
O -6.534 -22.388 -1.335  0.003
S -6.455 -23.819 -1.271  0.010
O -7.202 -24.604 -0.328  0.005
N -4.871 -24.150 -1.122  0.034
C -4.432 -25.421 -0.912  0.030
C -5.041 -26.616 -1.096  0.008
C -4.299 -27.780 -0.880  -0.002
C -3.031 -27.820 -0.537  0.006
C -2.300 -26.585 -0.358  0.008
C -0.969 -26.510 0.002  0.007
C -0.449 -25.288 0.206  0.007
C -1.194 -24.141 0.123  0.018
N -2.498 -24.232 -0.186  0.096
C -3.070 -25.435 -0.399  -0.022
C -6.996 -24.410 -2.858  0.001
C -6.142 -24.571 -3.888  -0.010
C -6.647 -25.075 -5.084  0.000
C -7.975 -25.527 -5.161  0.001
C -8.809 -25.435 -4.064  0.000
C -8.341 -24.816 -2.892  -0.001
H -6.050 -26.630 -1.540  0.000
H -4.882 -28.710 -0.946  0.000
H -2.486 -28.737 -0.311  0.001
H -0.387 -27.398 0.181  0.001
H 0.620 -25.226 0.555  0.000
H -0.790 -23.130 0.210  0.001
H -5.055 -24.326 -3.815  0.012
H -6.129 -25.108 -5.981  0.000
H -8.338 -25.940 -6.099  0.000
H -9.841 -25.830 -3.978  0.000
H -8.930 -24.897 -1.958  0.000
N 2.728 -14.788 -0.867  0.001
C 1.949 -15.633 -0.980  -0.001
C 1.091 -16.739 -1.223  0.002
C -0.269 -16.588 -1.171  0.000
C -1.031 -17.692 -1.094  0.004
C -0.554 -19.007 -1.182  -0.001
C 0.824 -19.150 -1.258  0.003
C 1.641 -18.011 -1.302  -0.001
C -1.409 -20.129 -1.085  -0.025
C -2.203 -21.040 -1.123  0.127
H -0.739 -15.625 -1.126  0.000
H -2.088 -17.550 -0.920  0.000
H 1.307 -20.118 -1.286  0.000
H 2.694 -18.128 -1.305  0.000
O -2.937 -23.147 -3.318  0.032
P -3.028 -22.153 -4.443  0.055
C -4.391 -20.963 -4.293  0.020
C -5.700 -21.247 -4.651  0.022
C -6.711 -20.330 -4.369  0.001
C -6.430 -19.159 -3.678  -0.004
C -5.090 -18.960 -3.252  -0.008
C -4.089 -19.872 -3.469  0.015
C -1.519 -21.240 -4.746  -0.003
C -0.405 -21.860 -4.252  0.006
C 0.857 -21.227 -4.344  -0.001
C 0.932 -19.952 -4.931  0.000
C -0.216 -19.372 -5.462  0.000
C -1.431 -19.988 -5.332  0.003
C -3.382 -23.108 -5.939  0.003
C -3.369 -24.517 -5.850  0.009
C -3.619 -25.281 -6.990  0.001
C -3.947 -24.633 -8.200  -0.001
C -3.883 -23.240 -8.291  0.001
C -3.579 -22.494 -7.153  0.000
H -5.860 -22.124 -5.257  0.000
H -7.702 -20.566 -4.681  0.000
H -7.124 -18.395 -3.410  0.000
H -4.943 -18.065 -2.661  0.001
H -3.086 -19.657 -3.160  -0.029
H -0.525 -22.813 -3.809  0.001
H 1.765 -21.592 -3.933  0.000
H 1.913 -19.491 -4.962  0.000
H -0.217 -18.411 -5.971  0.000
H -2.310 -19.422 -5.675  0.001
H -3.009 -24.925 -4.928  -0.003
H -3.627 -26.397 -6.921  0.000
H -4.287 -25.210 -9.114  0.000
H -4.162 -22.778 -9.254  0.000
H -3.485 -21.413 -7.276  0.001


Question: What is the formula in the second record?
Answer: C42H30N3O3PPtS